(1)
14
Properties=species:S:1:pos:R:3:forces:R:3:lowdin_charge:R:1 method="wB97M-V/def2-TZVPD" multiplicity=1 energy_ha=-563.630214
C -2.8549 -1.7917 -0.2884 1.90 1.55 1.39 0.0200
C -1.7105 -1.3312 0.3346 -0.04 -0.41 -1.69 -0.1401
C -0.6556 -0.3007 -0.1312 -2.60 1.54 -1.86 -0.2831
C 2.2525 1.7457 0.5770 -1.26 -0.76 0.78 -0.3048
N 0.5272 -0.3667 0.2351 1.56 1.07 -0.04 0.0942
N 1.4971 1.2644 -0.5986 -0.95 -1.30 1.02 -0.6094
I 2.6209 0.4266 -2.0853 0.12 0.01 0.28 0.6753
H -3.3166 -2.6906 0.1244 0.00 0.39 -0.13 0.0517
H -3.3936 -1.2398 -1.0741 0.61 -0.43 0.22 0.0604
H -1.2566 -1.8637 1.1604 -0.41 -0.41 0.10 0.0778
H -0.9258 0.5692 -0.8793 0.15 -1.65 1.33 0.1387
H 2.7384 0.9104 1.1725 -0.69 0.86 -0.61 0.0731
H 3.0620 2.4007 0.2477 -0.28 0.29 0.10 0.0446
H 1.4154 2.2671 1.2052 1.90 -0.74 -0.89 0.1016

(2)
58
Properties=species:S:1:pos:R:3:forces:R:3:lowdin_charge:R:1 method="wB97M-V/def2-TZVPD" multiplicity=1 energy_ha=-2008.005900 smiles="O=C(NCCN1CCOCC1)C(=O)NC[C@H]1OCCCN1S(=O)(=O)c1cc(F)ccc1F"
O -0.4894 -3.6153 1.4756 0.17 -0.05 -0.05 0.0711
C -1.2983 -2.7714 1.1333 -0.21 -0.06 0.36 -0.4159
N -2.0724 -2.0396 1.9379 -0.19 0.27 -0.20 0.0920
C -1.8637 -1.8965 3.3555 0.20 0.06 0.22 -0.1395
C -1.5071 -0.4338 3.6469 -0.06 -0.29 -0.02 -0.1666
N -2.5648 0.4263 3.1455 0.06 0.08 0.03 -0.1814
C -3.6451 0.6381 4.0903 -0.30 0.15 -0.19 -0.1653
C -4.7800 1.3758 3.3769 -0.03 -0.27 0.28 -0.1981
O -4.3459 2.6061 2.8485 -0.02 0.13 0.06 -0.1330
C -3.2685 2.4103 1.9586 0.39 0.02 -0.01 -0.1925
C -2.0984 1.7081 2.6457 -0.25 0.20 -0.21 -0.1591
C -1.5291 -2.4338 -0.3395 -0.09 -0.21 -0.33 -0.4019
O -2.4369 -1.7102 -0.7144 -0.04 0.02 0.07 0.0623
N -0.6286 -3.0299 -1.1424 0.25 -0.24 0.13 0.0915
C -0.4050 -2.5563 -2.4788 -0.01 0.44 -0.19 -0.0749
C 0.6219 -1.3889 -2.4420 0.38 -0.76 0.11 -0.3295
O 0.8975 -0.8295 -3.6946 0.00 -0.06 -0.01 -0.0619
C -0.1281 0.0153 -4.1989 -0.08 0.34 -0.11 -0.1789
C -0.4252 1.1581 -3.2287 0.15 -0.42 0.08 -0.1217
C -0.7997 0.5527 -1.8765 -0.37 0.56 -0.11 -0.1619
N 0.2054 -0.4086 -1.4738 0.46 0.10 0.82 -0.1697
S 1.1174 -0.1924 -0.1318 0.20 0.25 -0.46 0.6892
O 0.3327 0.4778 0.8567 -0.01 0.22 -0.21 -0.2604
O 1.7145 -1.4508 0.1873 0.25 -0.10 -0.13 -0.2556
C 2.4621 0.8911 -0.6616 -0.58 -0.21 0.30 -0.1633
C 3.6997 0.3277 -0.9053 0.39 0.03 -0.08 0.0324
C 4.7297 1.1383 -1.3517 -0.33 0.12 0.05 -0.2603
F 5.9321 0.5965 -1.5923 0.05 -0.05 0.00 0.0762
C 4.5527 2.4977 -1.5569 0.06 -0.30 0.04 0.0153
C 3.3127 3.0581 -1.3093 -0.27 -0.22 0.12 0.0158
C 2.2791 2.2470 -0.8666 0.18 0.23 -0.09 -0.2651
F 1.0763 2.8012 -0.6483 -0.04 0.06 -0.01 0.0768
H -2.6315 -1.3119 1.5059 0.06 -0.11 -0.07 0.1334
H -2.7755 -2.1868 3.8873 0.12 -0.03 0.05 0.1152
H -1.0499 -2.5637 3.6454 -0.12 0.02 0.05 0.1241
H -1.3272 -0.2963 4.7245 0.02 0.04 -0.05 0.1259
H -0.5904 -0.1945 3.1037 -0.01 -0.03 0.10 0.1091
H -4.0108 -0.3251 4.4503 -0.03 0.01 0.05 0.1194
H -3.3122 1.2367 4.9581 0.00 -0.08 -0.04 0.1303
H -5.5887 1.6096 4.0719 0.03 -0.08 -0.04 0.1244
H -5.1653 0.7380 2.5667 0.00 0.02 0.08 0.1264
H -2.9765 3.4023 1.6107 0.02 -0.07 -0.04 0.1246
H -3.5990 1.8032 1.1025 0.04 0.04 0.02 0.1257
H -1.2944 1.5363 1.9295 -0.07 0.09 0.07 0.0929
H -1.7241 2.3500 3.4628 0.02 -0.02 -0.05 0.1341
H 0.1242 -3.4993 -0.6497 -0.15 0.01 0.02 0.1418
H -0.0187 -3.3550 -3.1135 -0.07 0.09 0.01 0.1364
H -1.3662 -2.2074 -2.8620 0.10 -0.10 -0.09 0.1233
H 1.5749 -1.7949 -2.0838 -0.21 -0.04 -0.18 0.1525
H 0.2621 0.3871 -5.1482 -0.15 -0.04 0.06 0.1285
H -1.0410 -0.5615 -4.3914 0.03 0.02 -0.04 0.1238
H 0.4652 1.7812 -3.1273 0.00 0.06 -0.03 0.1102
H -1.2429 1.7700 -3.6060 -0.04 0.04 -0.03 0.1223
H -1.7697 0.0453 -1.9321 0.14 0.07 0.05 0.1169
H -0.8528 1.3023 -1.0882 -0.18 0.03 -0.12 0.1128
H 3.8451 -0.7257 -0.7290 0.11 -0.11 -0.01 0.1281
H 5.3776 3.0999 -1.9026 0.09 0.04 -0.03 0.1249
H 3.1358 4.1120 -1.4535 -0.05 0.09 0.00 0.1263

(3)
10
Properties=species:S:1:pos:R:3:forces:R:3:lowdin_charge:R:1 method="wB97M-V/def2-TZVPD" multiplicity=1 energy_ha=-1025.378530
C -0.1932 -0.5872 0.6170 -0.84 -0.76 -0.88 -0.5255
C 0.3353 0.1259 -0.5760 -1.21 1.41 3.47 -0.4419
O -1.4371 -0.7457 0.8321 3.13 -0.69 1.52 -0.5244
O 0.6786 -1.1881 1.4018 -0.46 0.24 0.36 0.1665
S -2.7563 -0.1591 -0.0156 -1.26 0.76 -1.13 0.4962
S 0.0761 1.8788 -0.1945 0.23 0.47 -0.18 0.7643
H -0.0760 -0.2475 -1.4109 -2.34 -0.87 -3.07 0.0487
H 1.3343 0.0481 -0.7543 3.00 -0.51 0.33 0.0526
H 0.2296 -1.5853 2.1741 0.04 0.13 -0.30 0.1596
H -1.2585 1.8195 -0.0534 -0.28 -0.19 -0.11 -0.1963

(4)
35
Properties=species:S:1:pos:R:3:forces:R:3:lowdin_charge:R:1 method="wB97M-V/def2-TZVPD" multiplicity=3 energy_ha=-673.764324
C -2.4873 -0.8645 -0.6789 0.96 -4.21 -1.45 -0.0463
C -1.4836 -1.5264 1.5295 -0.60 -0.84 -3.94 -0.0283
C -2.1254 0.8504 0.8831 0.82 -0.21 4.86 -0.0724
C 0.8828 1.8944 -0.0053 -2.10 0.44 -4.16 0.0046
C 1.5238 0.4740 -1.9781 1.77 1.18 0.39 -0.0592
C -0.6606 1.6277 -2.0356 -0.16 -0.81 1.67 -0.0197
C 3.7200 -0.9269 1.8403 4.79 0.94 0.64 0.0913
C -1.4635 -0.4122 0.3836 -1.15 0.05 0.40 -0.4731
C 0.3888 0.9473 -1.2021 -0.46 -1.39 5.43 -0.4523
C -0.0873 -0.3595 -0.3199 -2.20 -0.07 -2.04 -0.2243
N 2.4796 -1.2040 1.6659 -8.29 -3.57 -2.10 -0.3812
O 1.5207 -0.4806 1.9599 -1.09 2.11 1.16 0.0270
O 2.1315 -2.4047 1.0581 -0.77 -0.44 -0.39 -0.0028
O 0.4045 -1.4698 -0.4754 0.64 1.30 -0.41 0.0211
H -3.0133 -1.8239 -0.2212 1.12 1.65 -1.52 0.1235
H -3.2835 -0.2414 -0.9778 -0.68 1.33 0.21 0.0504
H -1.9548 -1.0974 -1.6917 -1.02 -0.23 1.77 0.1170
H -1.1005 -2.4894 1.0528 -0.74 1.13 0.77 0.1093
H -2.5141 -1.6385 1.8530 -0.04 -0.13 -0.02 0.0773
H -0.8859 -1.3036 2.3210 1.77 0.83 2.26 0.0313
H -2.7982 1.4490 0.3537 -0.41 0.73 -1.78 0.0520
H -2.8134 0.4939 1.7279 0.75 0.44 -0.93 0.1093
H -1.4140 1.4862 1.4430 -0.35 -0.04 -0.33 0.0868
H 1.4696 2.5879 -0.5228 1.48 1.25 -0.69 0.0673
H 1.4117 1.5252 0.7774 1.17 -1.49 2.26 0.0355
H 0.0333 2.4796 0.2160 -0.94 0.47 1.16 0.0598
H 2.3086 0.0584 -1.3507 0.18 0.26 0.11 0.1034
H 1.8871 1.2951 -2.5735 0.55 0.35 -0.24 0.0987
H 1.2763 -0.2846 -2.6156 -0.85 -2.06 -1.87 0.0640
H -1.5811 1.9667 -1.6166 -0.45 0.11 1.13 0.0798
H -0.9497 0.9056 -2.7061 -0.70 -1.39 -2.31 0.0645
H -0.2514 2.4590 -2.4954 1.05 1.59 -1.23 0.0750
H 3.9486 -0.0269 2.2471 0.82 2.28 1.00 0.0497
H 4.3265 -1.6595 1.5090 2.46 -1.85 -0.78 0.0455
H 1.1544 -2.2869 0.6452 2.66 0.32 0.95 0.1157